A molecular structure, C28H33BrN5O2S2Tc. Source: OMol25; level of theory: ωB97M-V with the def2-TZVPD basis set.

```
72
Properties=species:S:1:pos:R:3
Tc 1.373 -0.084 -1.862
C 0.255 0.038 3.839
C 1.275 -0.911 3.217
N 0.692 -1.866 2.262
C -0.010 -3.036 2.827
C -1.528 -2.917 2.697
C 0.726 -1.713 0.955
S 1.320 -0.080 0.421
N 0.267 -2.657 0.171
C 0.256 -2.775 -1.141
O 0.885 -1.925 -1.930
C -0.454 -3.872 -1.744
C -1.070 -4.854 -0.950
C -1.789 -5.863 -1.550
C -1.907 -5.908 -2.939
C -1.308 -4.934 -3.736
C -0.575 -3.929 -3.146
H 0.782 0.662 4.560
H -0.534 -0.494 4.367
H -0.192 0.688 3.084
H 1.751 -1.500 4.000
H 2.054 -0.334 2.723
H 0.267 -3.101 3.877
H 0.346 -3.932 2.321
H -1.914 -2.108 3.316
H -1.991 -3.844 3.034
H -1.821 -2.746 1.662
H -0.969 -4.809 0.125
H -2.258 -6.630 -0.950
H -2.460 -6.713 -3.405
H -1.413 -4.971 -4.811
H -0.097 -3.173 -3.753
Br 7.703 -0.153 -3.892
C 5.965 -0.056 -3.238
C 5.012 0.759 -3.859
C 3.731 0.777 -3.374
N 3.347 0.036 -2.304
C 4.277 -0.734 -1.689
C 5.576 -0.802 -2.120
H 5.279 1.369 -4.711
H 2.988 1.409 -3.844
H 3.958 -1.305 -0.828
H 6.287 -1.430 -1.600
C -3.634 -0.055 -1.876
C -2.450 0.513 -1.099
C -2.307 2.015 -1.348
N -1.300 2.650 -0.489
C -0.014 2.739 -0.709
S 0.667 2.124 -2.216
N 0.828 3.305 0.151
C 0.600 3.462 1.619
O 1.284 2.762 2.306
C -0.415 4.421 2.036
C -0.960 5.385 1.175
C -1.926 6.254 1.649
C -2.344 6.180 2.974
C -1.772 5.259 3.845
C -0.806 4.386 3.383
H -3.709 -1.133 -1.743
H -3.544 0.158 -2.942
H -4.567 0.386 -1.522
H -1.522 0.006 -1.409
H -2.579 0.330 -0.029
H -3.254 2.508 -1.135
H -2.062 2.199 -2.394
H -1.646 3.087 0.362
H 1.812 3.237 -0.073
H -0.601 5.490 0.158
H -2.347 7.001 0.991
H -3.108 6.857 3.333
H -2.070 5.229 4.883
H -0.333 3.669 4.040
```

**Expectation value of S²**: 0.818
**HOMO energy (alpha / beta)**: -16.693 / -16.640 eV
**Relative energy (zero: lowest compared OMol25 entry of this formula, charge and spin)**: 0.0 kcal per mole
**Net charge**: +3
**Orbital gap (alpha / beta)**: 5.12 / 5.12 eV
**Spin multiplicity**: 2

2 unconnected molecules or ions with the total composition C8H14Br3F3N5O2. Source: OMol25; level of theory: ωB97M-V with the def2-TZVPD basis set.

```
35
Properties=species:S:1:pos:R:3
N 2.752 -2.223 -0.329
C 1.349 -2.240 -0.310
N 0.664 -3.271 0.292
N 0.732 -1.299 -0.983
C -0.739 -1.068 -0.774
C -1.643 -2.123 -1.376
C -3.135 -1.821 -1.250
F -3.759 -2.766 -2.015
Br -3.575 -0.113 -2.029
C -3.660 -1.930 0.240
F -2.596 -2.098 1.070
F -4.284 -0.813 0.633
Br -4.862 -3.425 0.525
C 1.463 -0.013 -1.161
C 1.341 0.843 0.083
O 0.476 1.635 0.214
Br 2.632 0.604 1.485
H 3.031 -3.170 -0.585
H 3.093 -2.125 0.628
H 0.583 -3.327 1.291
H 0.245 -3.980 -0.281
H -0.923 -0.873 0.272
H -0.956 -0.147 -1.299
H -1.451 -2.219 -2.440
H -1.513 -3.108 -0.945
H 0.961 0.546 -1.942
H 2.481 -0.193 -1.470
C 1.521 5.592 1.459
O 1.766 6.757 1.228
N 1.724 5.024 2.691
N 1.017 4.743 0.501
H 1.515 4.068 2.903
H 2.087 5.618 3.413
H 0.849 5.135 -0.405
H 0.815 3.776 0.666
```

**HOMO energy**: -11.727 eV
**Net charge**: +1
**Orbital gap**: 6.60 eV
**Spin multiplicity**: 1

A single CH4Cl4N3P3 molecule. Source: OMol25; level of theory: ωB97M-V with the def2-TZVPD basis set.

```
15
Properties=species:S:1:pos:R:3
C -0.679 -0.754 1.567
N 1.032 -0.437 -4.184
N 1.469 0.566 0.567
N 2.335 0.282 -1.852
P 1.111 -0.640 -2.568
P 2.031 1.614 -0.721
P 0.563 -0.815 0.361
Cl 3.722 0.779 -2.904
Cl 1.724 -2.525 -2.446
Cl 0.224 2.173 -1.420
Cl 1.918 -2.076 0.819
H -1.417 -0.080 1.193
H -0.722 -1.685 2.116
H 0.414 0.145 -4.623
H 2.056 0.759 1.349
```

**HOMO energy (alpha / beta)**: -8.312 / -8.579 eV
**Relative energy (zero: lowest compared OMol25 entry of this formula, charge and spin)**: 117.7 kcal per mole
**Net charge**: 0
**Orbital gap (alpha / beta)**: 6.90 / 6.78 eV
**Spin multiplicity**: 1

A single C22H24N2O2 molecule. Source: OMol25; level of theory: ωB97M-V with the def2-TZVPD basis set.

```
50
Properties=species:S:1:pos:R:3
O 3.505 0.726 -4.946
C 2.985 -0.117 -4.195
C 1.704 -0.888 -4.475
C 0.498 0.080 -4.170
C -0.920 -0.633 -4.324
C -2.037 0.167 -3.743
C -1.847 0.467 -2.226
C -3.057 0.999 -1.562
O -2.712 1.943 -0.507
C -2.222 1.469 0.760
C -1.925 2.339 1.782
C -1.556 1.949 3.061
C -1.278 0.616 3.283
C -0.974 0.082 4.612
C -0.172 0.722 5.572
C 0.361 -0.007 6.676
C -0.026 -1.369 6.892
C -0.946 -1.880 6.044
C -1.470 -1.255 4.927
C -1.526 -0.370 2.210
C -1.864 0.166 0.975
C 3.610 -0.422 -2.816
N 3.158 -1.050 -1.778
C 4.147 -1.051 -0.819
C 5.218 -0.332 -1.193
N 4.880 0.051 -2.473
H 1.723 -1.145 -5.570
H 1.634 -1.859 -3.776
H 0.593 0.485 -3.093
H 0.475 0.881 -4.956
H -0.942 -1.591 -3.753
H -1.060 -0.791 -5.428
H -2.205 1.004 -4.415
H -2.938 -0.553 -3.749
H -1.072 1.268 -2.250
H -1.566 -0.487 -1.748
H -3.921 0.356 -1.362
H -3.533 1.580 -2.398
H -2.143 3.354 1.482
H -1.486 2.749 3.877
H 0.172 1.771 5.227
H 1.172 0.419 7.327
H 0.314 -2.003 7.725
H -1.331 -2.901 6.276
H -2.177 -1.784 4.324
H -1.149 -1.395 2.274
H -1.915 -0.462 0.095
H 4.241 -1.662 0.104
H 6.152 -0.197 -0.637
H 5.430 0.560 -3.145
```

**HOMO energy**: -8.016 eV
**Relative energy (zero: lowest compared OMol25 entry of this formula, charge and spin)**: 108.1 kcal per mole
**SMILES string**: O=C(CCCCCCOc1ccc(-c2ccccc2)cc1)c1ncc[nH]1
**Net charge**: 0
**Orbital gap**: 8.32 eV
**Spin multiplicity**: 1

no.,F_max (hartree/bohr)
1,0.0418
2,0.0423
3,0.0915
4,0.0653